Record 1
DFT (wB97M-V/def2-TZVPD) results for 2 unconnected molecules or ions with the total composition C8H7NO3S at a distorted geometry.

strongest force on any atom = 4.64 eV Å⁻¹
relative energy (zero: lowest compared OMol25 entry of this formula, charge and spin) = 245.71 kJ/mol
Kohn-Sham gap (spin up / spin down) = 5.265 / 6.536 eV

ORCA input file:
```
! wB97M-V def2-TZVPD RIJCOSX def2/J DEFGRID3
* xyz 0 3
C 0.06 -0.02 1.24
C -0.68 0.65 0.11
C 1.38 -0.30 1.02
C 0.00 1.22 -0.92
C 2.05 0.02 -0.22
C 1.47 1.17 -0.93
C 2.03 2.27 -1.45
C 0.01 -4.59 1.14
N -0.20 -4.72 -0.04
O -0.02 -4.39 2.29
O 0.28 -2.08 -0.82
O 2.48 3.26 -1.85
S 1.90 -1.97 -0.79
H -0.37 -0.43 2.11
H -1.75 0.85 0.20
H 1.93 -0.82 1.90
H -0.68 1.73 -1.58
H 3.10 0.14 -0.23
H 0.08 -5.44 -0.67
H 0.05 -2.97 -0.38
*
```

Record 2
DFT (wB97M-V/def2-TZVPD) results for a molecular structure, C8H7NO6Sr at a distorted geometry.

strongest force on any atom = 8.51 eV Å⁻¹
relative energy (zero: lowest compared OMol25 entry of this formula, charge and spin) = 437.01 kJ/mol
Kohn-Sham gap = 8.169 eV

ORCA input file:
```
! wB97M-V def2-TZVPD RIJCOSX def2/J DEFGRID3
* xyz 2 1
O -0.21 -1.86 2.76
C -0.15 -1.24 1.82
Sr 0.37 0.27 0.20
O -2.44 -1.72 -1.34
C -1.57 -1.11 -0.87
C 0.12 1.22 -1.83
O 0.21 1.86 -2.76
C 1.45 -1.43 -0.85
O 2.21 -2.15 -1.28
C -1.47 1.40 0.83
O -2.21 2.15 1.28
C 4.32 2.01 2.12
N 3.15 2.90 1.92
C 3.20 4.31 2.31
C 2.05 2.39 1.38
O 1.97 1.14 1.03
H 5.12 2.58 2.57
H 4.64 1.62 1.16
H 4.05 1.19 2.78
H 3.02 4.92 1.43
H 2.42 4.50 3.04
H 4.17 4.54 2.73
H 1.15 3.07 1.23
*
```

Record 3
DFT (wB97M-V/def2-TZVPD) results for 2 unconnected molecules or ions with the total composition C8H7NS at a distorted geometry.

strongest force on any atom = 3.78 eV Å⁻¹
relative energy (zero: lowest compared OMol25 entry of this formula, charge and spin) = 338.52 kJ/mol
Kohn-Sham gap (spin up / spin down) = 8.302 / 7.865 eV

ORCA input file:
```
! wB97M-V def2-TZVPD RIJCOSX def2/J DEFGRID3
* xyz 0 1
C -2.48 1.23 -0.05
C 2.84 0.09 0.10
C 2.28 -1.16 -0.22
C 1.91 1.18 0.27
C 0.95 -1.44 -0.42
C 0.59 0.90 0.13
C 0.14 -0.36 -0.15
C -3.02 0.07 -0.60
N -2.12 2.25 0.31
S -4.06 -1.06 0.32
H 3.92 0.12 0.20
H 2.99 -1.88 -0.37
H 2.19 2.10 0.68
H 0.70 -2.50 -0.61
H -0.20 1.57 0.42
H -2.74 -0.33 -1.60
H -3.91 -0.78 1.60
*
```

Record 4
DFT (wB97M-V/def2-TZVPD) results for a single C8H7O2PS molecule at a distorted geometry.

strongest force on any atom = 5.60 eV Å⁻¹
Kohn-Sham gap (spin up / spin down) = 5.782 / 5.789 eV

ORCA input file:
```
! wB97M-V def2-TZVPD RIJCOSX def2/J DEFGRID3
* xyz 0 1
C -2.67 -0.33 0.36
C -2.70 0.91 0.90
C -1.62 -0.83 -0.40
C -1.62 1.82 0.64
C -0.53 0.08 -0.70
C -0.51 1.42 -0.23
C 3.01 -0.62 -0.69
C 2.97 0.10 -1.80
O 0.30 -0.28 -1.72
O 0.49 2.15 -0.58
P 1.37 0.72 -2.42
S 1.31 1.05 -4.37
H -3.52 -0.89 0.81
H -3.42 1.31 1.51
H -1.49 -1.88 -0.73
H -1.70 2.87 0.89
H 4.01 -1.06 -0.48
H 2.23 -1.04 -0.18
H 3.88 0.38 -2.35
*
```

Record 5
DFT (wB97M-V/def2-TZVPD) results for a gas-phase ion, C8H7O2S (charge -1) at a distorted geometry.

strongest force on any atom = 4.57 eV Å⁻¹
relative energy (zero: lowest compared OMol25 entry of this formula, charge and spin) = 182.17 kJ/mol
structure (SMILES) = C#C/C(C)=C(/[O-])[C@]1(C)SC1=O
Kohn-Sham gap = 6.204 eV

ORCA input file:
```
! wB97M-V def2-TZVPD RIJCOSX def2/J DEFGRID3
* xyz -1 1
C -2.00 -0.46 2.07
C -1.00 -0.55 1.37
C 0.11 0.98 -0.93
C 0.78 -0.38 -0.40
C -1.16 1.40 -0.39
C 0.16 -0.89 0.70
C 0.58 1.42 -2.28
C 0.89 -2.07 1.38
O 1.82 -0.73 -0.94
O -2.36 1.28 -0.48
S -0.01 2.38 0.48
H -2.78 -0.19 2.72
H 0.29 0.61 -2.90
H 1.64 1.69 -2.36
H 0.05 2.43 -2.55
H 1.87 -1.83 1.54
H 0.70 -2.95 0.69
H 0.43 -2.13 2.29
*
```

Record 6
DFT (wB97M-V/def2-TZVPD) results for a gas-phase ion, C8H7O5 (charge -1) at a distorted geometry.

strongest force on any atom = 2.16 eV Å⁻¹
relative energy (zero: lowest compared OMol25 entry of this formula, charge and spin) = 46.13 kJ/mol
structure (SMILES) = CCCC1=C(C(=O)[O-])C(=O)OC1=O
Kohn-Sham gap = 8.325 eV

ORCA input file:
```
! wB97M-V def2-TZVPD RIJCOSX def2/J DEFGRID3
* xyz -1 1
C -0.96 -1.80 1.38
C -0.70 -0.29 1.60
C 0.68 0.14 1.09
C 0.76 0.21 -0.38
C 0.16 1.05 -1.21
C -0.81 2.15 -0.85
O -0.37 3.13 -0.22
O -1.96 1.94 -1.23
C 0.61 0.73 -2.61
O 0.11 0.88 -3.67
O 1.87 0.09 -2.39
C 1.60 -0.67 -1.28
O 1.91 -1.81 -1.10
H -1.85 -1.93 0.77
H -0.09 -2.27 0.93
H -1.10 -2.29 2.34
H -0.68 -0.14 2.68
H -1.50 0.34 1.23
H 0.91 1.12 1.50
H 1.40 -0.60 1.43
*
```